Entry 1:
71
Properties=species:S:1:pos:R:3:forces:R:3 method="wB97M-V/def2-TZVPD" multiplicity=2 relative_energy_kcal_mol=34.17 max_force_ev_per_a=2.743 total_energy_ev=-176511.787 charge=-1
I 2.845 1.158 -4.575 0.267 0.011 0.142
Br 6.381 3.458 1.042 0.014 0.109 0.021
Cr -0.438 0.217 -0.882 1.612 1.922 -0.880
Cl 6.273 -0.019 -0.126 0.301 -0.105 0.062
Si -2.855 -0.640 1.192 -1.223 1.631 0.161
F -2.018 1.009 -2.367 -0.113 0.413 0.112
O -0.009 2.109 -0.844 -0.961 -0.688 0.703
O -0.941 -1.645 -0.949 -0.983 -2.396 0.906
O 0.294 3.906 -2.125 0.052 -0.153 0.017
O 0.913 0.153 -2.359 -2.287 -0.094 0.570
O -1.800 -1.926 1.135 0.807 -1.394 -1.278
N 1.136 -0.336 0.179 -0.588 -0.312 0.169
N -2.150 0.565 0.220 0.570 -1.174 0.837
C -0.937 -4.444 -1.376 -0.110 0.686 0.395
C 0.680 3.072 -1.319 0.582 0.639 -0.321
C 2.094 0.222 -1.866 1.658 -0.348 0.451
C 3.595 2.894 1.107 0.152 0.054 0.115
C -3.656 2.492 0.491 0.203 -0.214 -0.232
C 4.628 3.346 0.307 0.089 0.055 0.032
C 4.421 3.726 -1.008 0.074 0.041 0.110
C 2.278 -0.133 -0.493 0.856 0.015 -0.694
C -1.814 -4.663 0.866 0.089 0.748 -0.289
C -3.317 3.022 -2.229 0.261 -0.280 -0.040
C -3.087 -0.306 3.055 0.117 -0.169 -0.827
C -1.759 -6.033 0.748 -0.016 -0.403 0.003
C 3.581 -0.320 0.016 -0.166 0.218 -0.600
C 3.689 -0.992 1.285 -0.125 -0.092 0.343
C -4.079 3.874 -1.439 -0.090 0.039 0.064
C -4.504 -1.276 0.450 0.793 0.150 0.376
C 0.577 -0.009 2.549 -0.047 -0.310 -0.293
C 3.141 3.645 -1.528 -0.194 0.167 0.057
C -2.841 1.637 -0.261 -0.479 0.478 -0.575
C 1.201 -0.942 1.495 -0.188 0.132 0.232
C 2.325 2.805 0.570 -0.093 0.187 -0.225
C 2.089 3.176 -0.750 -0.164 0.089 0.023
C 3.223 0.579 -2.594 -0.431 -0.130 -0.345
C -0.905 -5.815 -1.486 -0.029 -0.410 -0.027
C 2.583 -1.338 1.941 -0.075 -0.053 -0.128
C -1.388 -3.839 -0.191 0.157 -1.729 -0.166
C 4.502 0.545 -2.064 0.246 -0.046 0.055
C 4.664 0.068 -0.776 -0.404 -0.025 -0.213
C -1.304 -6.621 -0.425 0.038 0.336 -0.027
C -4.254 3.593 -0.094 -0.149 0.159 -0.048
C -1.358 -2.405 -0.049 0.148 2.313 0.169
C -2.736 1.935 -1.628 -0.214 -0.051 0.152
H -2.302 0.314 3.472 0.217 0.100 -0.036
H 2.622 -1.929 2.845 0.109 -0.016 0.182
H 1.243 0.826 2.750 0.057 0.103 0.010
H -3.155 3.217 -3.277 0.040 -0.038 -0.097
H 3.791 2.609 2.130 0.000 -0.040 0.069
H 2.955 3.951 -2.548 -0.090 -0.042 -0.046
H 4.672 -1.262 1.644 0.009 -0.030 0.092
H -4.531 4.752 -1.876 -0.013 0.057 -0.044
H -4.882 -2.121 1.016 -0.104 -0.192 0.191
H 0.392 -0.551 3.476 -0.030 -0.021 0.165
H -2.066 -6.657 1.577 -0.033 0.012 0.012
H -0.607 -3.805 -2.183 0.039 0.006 -0.063
H 5.351 0.875 -2.643 0.063 -0.010 0.007
H -2.178 -4.195 1.769 0.036 -0.026 0.080
H -5.269 -0.508 0.440 -0.095 0.245 0.039
H -3.787 2.283 1.541 0.038 0.028 0.197
H -4.853 4.254 0.516 -0.069 0.062 0.038
H 0.569 -1.847 1.465 0.158 -0.018 0.172
H 1.496 2.455 1.165 -0.040 -0.101 0.025
H -4.031 0.204 3.219 -0.250 0.097 -0.005
H 5.248 4.077 -1.609 -0.005 -0.027 -0.016
H -4.362 -1.606 -0.576 0.111 -0.010 -0.207
H -3.110 -1.237 3.610 -0.047 -0.286 0.152
H -1.248 -7.696 -0.512 -0.032 -0.078 -0.005
H -0.362 0.365 2.149 -0.080 0.188 0.082
H -0.561 -6.274 -2.402 0.054 0.014 -0.064



Entry 2:
68
Properties=species:S:1:pos:R:3:forces:R:3 method="wB97M-V/def2-TZVPD" relative_energy_kcal_mol=107.58 max_force_ev_per_a=2.582 total_energy_ev=-129271.216
Pt 0.079 0.066 0.422 -1.290 -1.362 0.738
Br 1.312 2.100 1.429 -0.206 -0.629 0.057
S -1.658 -1.804 -2.562 0.380 0.227 0.492
O -3.667 -1.721 0.626 0.179 0.105 0.094
O -1.127 -1.730 0.315 1.116 2.230 -0.670
N 5.359 5.630 -6.588 0.074 0.047 -0.066
N -0.048 -1.963 2.377 0.190 0.291 0.203
N 0.295 -0.682 2.291 0.953 -0.162 -0.077
N 0.768 2.343 -2.889 -0.329 -0.836 0.486
N -0.104 0.901 -1.462 0.835 0.208 0.527
C 1.036 -0.132 3.216 -0.918 -1.031 -0.151
C 4.797 1.085 6.795 0.100 -0.061 0.111
C -2.141 -2.395 -5.162 -0.281 0.012 -0.080
C 1.608 1.154 3.120 1.257 1.486 0.044
C -4.826 -1.720 -5.003 -0.051 -0.039 -0.145
C -2.232 -2.990 2.077 0.077 0.155 -0.286
C 4.570 5.048 -5.989 0.628 0.462 -0.513
C 2.493 1.755 3.959 -0.959 -0.292 -1.167
C 3.607 4.346 -5.238 -0.924 -0.637 0.688
C 2.705 0.037 7.303 -0.013 -0.102 0.125
C 3.068 2.673 -3.594 -0.522 -0.009 0.124
C -3.254 -4.289 3.837 0.179 -0.170 0.233
C -2.132 -3.869 3.149 -0.174 0.134 -0.048
C 1.709 3.000 -3.690 0.944 0.490 -0.798
C 4.022 0.304 7.638 0.019 0.023 -0.083
C 2.956 1.262 5.237 0.224 -0.242 0.756
C 1.316 4.000 -4.586 -0.188 -0.373 0.401
C -2.947 -2.507 -6.275 -0.099 0.015 -0.082
C -4.622 -2.990 2.363 -0.017 0.098 -0.103
C -0.521 2.738 -2.633 -0.602 -0.080 0.370
C 2.249 4.669 -5.345 0.541 -0.027 -0.015
C -1.043 1.845 -1.749 -0.415 0.511 -0.387
C -4.504 -3.848 3.434 0.018 0.027 -0.087
C 4.002 3.329 -4.362 -0.040 0.328 -0.314
C -4.291 -2.172 -6.202 -0.156 0.003 -0.221
C 2.169 0.518 6.123 0.035 0.178 -0.226
C 4.272 1.562 5.613 -0.229 0.003 -0.223
C -2.676 -1.942 -3.951 0.313 0.057 0.314
C -3.494 -2.545 1.667 0.017 -0.014 0.014
C -4.032 -1.605 -3.881 0.046 -0.080 -0.284
C -0.949 -2.560 1.367 0.285 -1.222 0.587
C 0.967 1.215 -2.161 0.148 -0.180 -0.081
H 2.962 2.667 3.616 -0.029 0.085 -0.067
H -3.151 -4.957 4.677 -0.009 -0.115 0.068
H 2.091 -0.547 7.970 -0.094 -0.027 0.068
H -2.529 -2.858 -7.207 0.041 -0.057 -0.154
H 5.816 1.317 7.060 0.109 0.023 0.020
H -5.872 -1.458 -4.952 -0.174 0.027 0.013
H -0.958 3.615 -3.061 -0.074 0.114 -0.109
H 4.441 -0.087 8.552 0.018 -0.012 0.117
H -5.387 -4.196 3.948 -0.099 0.030 0.051
H -4.920 -2.266 -7.075 -0.069 -0.001 -0.082
H -4.443 -1.265 -2.942 0.009 0.030 0.097
H 1.868 0.635 -2.170 0.125 -0.031 -0.006
H -2.025 1.812 -1.320 -0.119 -0.027 0.030
H 1.942 5.448 -6.027 -0.043 0.014 -0.017
H 4.883 2.159 4.950 0.054 0.050 -0.024
H -0.415 -3.491 1.053 -0.184 0.375 0.057
H 1.305 -0.719 4.090 -0.098 0.016 -0.102
H 1.123 0.359 5.907 -0.080 -0.045 0.004
H -2.763 -1.550 0.242 -0.491 -0.071 -0.222
H 0.066 -2.440 3.265 -0.008 0.290 -0.047
H -1.095 -2.658 -5.205 0.076 -0.018 0.033
H 5.047 3.069 -4.289 0.050 -0.010 0.038
H 0.274 4.257 -4.694 -0.093 -0.016 -0.025
H -5.588 -2.642 2.032 -0.126 0.047 -0.078
H -1.159 -4.235 3.452 0.112 -0.121 0.008
H 3.398 1.915 -2.905 0.051 -0.091 0.072



Entry 3:
68
Properties=species:S:1:pos:R:3:forces:R:3 method="wB97M-V/def2-TZVPD" multiplicity=5 relative_energy_kcal_mol=4.96 max_force_ev_per_a=1.064 total_energy_ev=-97270.759 charge=+2
Mn 2.055 0.147 0.262 0.937 0.272 -0.004
P -0.644 1.542 0.398 -1.005 0.077 0.341
P -0.419 -1.581 -0.070 -0.977 -0.259 0.120
O 3.264 -0.362 3.929 0.001 -0.064 0.400
O 0.860 1.633 0.143 0.473 -0.373 -0.289
O 4.811 0.314 -2.786 -0.136 0.058 -0.290
O 2.062 0.018 2.088 -0.670 0.116 -0.183
O 1.103 -1.532 -0.071 0.407 0.307 -0.123
O 2.883 0.343 -1.635 0.339 -0.009 -0.136
N 4.001 -0.033 0.574 0.231 -0.149 0.084
C 4.379 -0.227 1.827 -0.125 0.036 -0.196
C -1.888 -5.312 2.071 0.019 0.013 -0.040
C -2.930 1.780 -1.158 0.012 0.055 0.027
C -1.992 -1.316 -4.330 0.062 0.003 0.034
C -1.539 2.965 -3.263 -0.057 -0.023 0.015
C 5.715 -0.410 2.137 0.148 -0.010 0.012
C -0.156 -1.559 -2.798 0.000 -0.001 -0.021
C -0.632 -1.477 -4.098 -0.044 0.002 -0.014
C -1.050 -1.485 -1.734 0.004 0.098 0.178
C -2.417 -1.327 -1.967 0.020 -0.039 -0.059
C -3.603 2.171 -2.302 -0.061 0.036 -0.010
C -2.187 -5.140 0.728 0.010 0.017 0.010
C -1.024 -3.039 0.755 0.092 0.150 -0.188
C -2.910 2.761 -3.352 0.064 -0.005 0.031
C 4.121 0.237 -1.695 -0.522 0.048 -0.190
C -1.101 2.581 1.768 0.061 -0.169 -0.180
C -2.034 3.603 1.627 -0.076 0.077 -0.061
C 3.186 -0.207 2.756 0.497 -0.028 0.034
C -1.753 -4.003 0.062 -0.034 -0.018 0.034
C -0.779 3.156 4.077 -0.004 -0.003 -0.022
C -1.722 4.171 3.941 0.012 -0.025 -0.056
C 4.867 0.003 -0.443 -0.015 -0.050 0.369
C 6.631 -0.378 1.094 0.076 -0.036 0.208
C -2.343 4.396 2.721 -0.006 0.030 0.048
C -1.552 1.981 -1.070 0.092 -0.036 0.056
C -1.144 -4.359 2.758 0.018 0.028 0.025
C -1.063 -0.166 0.907 0.017 0.003 -0.132
C -0.857 2.579 -2.120 0.006 -0.068 0.003
C -0.708 -3.221 2.103 -0.025 -0.031 0.043
C 6.214 -0.168 -0.220 0.046 0.039 -0.260
C -0.465 2.359 2.992 0.003 0.019 0.100
C -2.884 -1.241 -3.266 -0.002 -0.038 0.030
H 0.283 1.580 3.093 -0.014 0.007 0.021
H -2.509 3.789 0.672 0.009 -0.008 0.052
H -0.114 -2.487 2.637 0.001 -0.004 0.023
H -3.114 -1.282 -1.138 -0.026 -0.009 -0.008
H -1.979 -3.871 -0.988 -0.009 -0.015 -0.005
H 0.054 -1.546 -4.931 0.005 -0.002 -0.013
H 6.920 -0.138 -1.038 -0.004 -0.001 -0.003
H 7.684 -0.518 1.300 -0.004 0.004 0.001
H -4.672 2.022 -2.374 -0.011 0.003 0.003
H -2.228 -6.199 2.588 -0.007 -0.014 0.011
H -0.687 -0.294 1.928 0.041 0.011 -0.031
H -3.443 3.070 -4.241 -0.013 0.001 -0.012
H 6.014 -0.569 3.164 -0.012 0.000 0.003
H -1.967 4.793 4.792 -0.003 0.005 0.009
H -2.754 -5.890 0.196 -0.008 -0.014 -0.003
H -2.152 -0.250 0.987 0.027 0.012 -0.095
H -0.904 -4.505 3.802 0.001 -0.006 0.009
H 0.901 -1.692 -2.605 0.000 -0.002 -0.012
H -3.066 5.194 2.618 -0.006 0.006 0.009
H -3.484 1.334 -0.339 0.012 0.008 0.005
H -3.942 -1.123 -3.452 -0.012 0.003 -0.011
H -1.005 3.431 -4.079 0.002 0.011 -0.009
H 0.210 2.739 -2.036 -0.003 0.008 -0.019
H 4.250 0.476 -3.574 0.148 -0.057 0.328
H -2.360 -1.256 -5.345 -0.008 0.000 -0.017
H -0.291 2.992 5.027 0.004 0.001 0.011